Entry from the Open Molecules 2025 dataset: a structure of composition C20H28MoN3O9S (ωB97M-V/def2-TZVPD).

Computed properties:
Relative energy (zero: lowest compared OMol25 entry of this formula, charge and spin): 2.971 eV
E_HOMO (alpha / beta): -10.1 / -11.1 eV
<S²>: 2.015

ORCA input file:
```
! wB97M-V def2-TZVPD RIJCOSX def2/J DEFGRID3
* xyz 1 3
Mo -2.4313 0.1945 -0.4732
O -3.5313 -1.2358 3.3449
C -3.5049 -0.7977 2.1145
O -2.9637 0.2423 1.7573
C -4.5520 -1.3800 1.1951
O -4.1699 -1.1449 -0.1649
C -5.0873 -0.1406 -0.8252
C -4.7393 1.3907 -0.9639
O -5.6469 1.9964 -1.4627
O -3.6436 1.8335 -0.4310
H -2.8282 -0.8207 3.8730
H -5.4902 -0.9098 1.4940
H -4.6509 -2.4579 1.3162
H -5.9900 -0.1684 -0.2207
H -5.3284 -0.5483 -1.8023
C 1.2640 0.9560 3.6068
C 2.3933 1.1692 2.6038
C 1.9646 0.8959 1.1708
N 0.9727 1.8803 0.7214
C 0.7657 2.2315 -0.5642
S -0.7605 2.3862 -1.2216
N 1.8521 2.4745 -1.3563
C 3.2087 2.7188 -1.0329
O 4.0526 2.3702 -1.8184
C 3.5135 3.4498 0.2244
C 4.7407 3.2040 0.8324
C 5.0850 3.8833 1.9892
C 4.2126 4.8216 2.5261
C 2.9983 5.0852 1.9054
C 2.6459 4.3998 0.7542
H 1.6155 1.0976 4.6279
H 0.8640 -0.0593 3.5312
H 0.4445 1.6623 3.4519
H 3.2260 0.5046 2.8429
H 2.7704 2.1917 2.6743
H 1.5215 -0.1047 1.0937
H 2.8196 0.9063 0.5002
H 0.0949 1.8275 1.2175
H 1.6964 2.3389 -2.3456
H 5.4139 2.4829 0.3874
H 6.0364 3.6905 2.4662
H 4.4850 5.3584 3.4253
H 2.3285 5.8291 2.3155
H 1.7059 4.6163 0.2625
O -1.7919 0.0385 -2.0051
O 0.2944 -1.9890 -1.5433
C -0.7616 -2.5899 -1.2884
O -1.8537 -2.1491 -0.8677
C -0.7300 -4.1129 -1.5597
N 0.6529 -4.3638 -2.1097
C 0.5421 -4.8733 -3.5180
C -0.8432 -4.4065 -3.9413
C -1.6758 -4.5665 -2.6687
H -0.8639 -4.6697 -0.6355
H 1.2354 -4.9358 -1.5065
H 1.0183 -3.3648 -2.0722
H 0.6216 -5.9587 -3.4979
H 1.3555 -4.4589 -4.1075
H -1.2317 -4.9822 -4.7778
H -0.8022 -3.3577 -4.2409
H -1.9555 -5.6111 -2.5231
H -2.5846 -3.9700 -2.6802
*
```

Entry from the Open Molecules 2025 dataset: a structure of composition C35H42Cl2N2O3PTi (ωB97M-V/def2-TZVPD).

Computed properties:
Relative energy (zero: lowest compared OMol25 entry of this formula, charge and spin): 1.300 eV
E_HOMO (alpha / beta): -6.7 / -6.7 eV
<S²>: 0.772

ORCA input file:
```
! wB97M-V def2-TZVPD RIJCOSX def2/J DEFGRID3
* xyz 0 2
O 1.6036 0.0319 -4.3468
C 0.4992 0.4690 -4.6016
C 0.0773 1.8717 -4.6354
C 0.5788 3.0035 -3.9609
H 0.8762 2.9470 -2.9293
C 0.6670 4.1805 -4.6672
H 1.2847 4.9778 -4.3037
C 0.0316 4.3045 -5.8977
H 0.1533 5.2123 -6.5119
C -0.7019 3.2376 -6.4383
H -1.1992 3.3118 -7.4148
C -0.7577 2.0234 -5.7563
H -1.3526 1.1846 -6.1541
H -0.3520 -0.1932 -4.5455
C -2.5471 -0.5986 -3.1346
C -2.1536 0.3878 -2.1019
H -3.2398 -0.0808 -3.8065
H -3.1464 -1.3105 -2.5580
H -1.8428 -1.1340 -3.7941
C -2.3969 1.7837 -2.1566
C -3.8015 2.0976 -2.0581
H -1.7121 2.5133 -2.6128
H -4.2052 2.3320 -3.0394
H -3.9290 2.8927 -1.3413
H -4.2623 1.1772 -1.6972
Ti -1.5116 0.4160 -0.4528
Cl 0.0915 1.9848 -0.5843
Cl -3.2556 0.7672 0.9921
H 4.8930 1.4944 -3.0298
H 4.7910 1.8823 -0.5689
C 3.8010 1.5137 -3.0431
C 3.6850 1.7953 -0.5960
N 3.2653 1.0594 -1.7793
H 3.4252 0.8680 -3.8296
C 2.6986 -0.1661 -1.6189
O 2.0896 -0.5423 -0.5968
H 3.3225 1.2713 0.3033
H 2.8181 -0.8183 -2.4820
H 3.4926 2.5426 -3.2451
H 3.2701 2.8200 -0.5996
H -0.5660 -4.3886 0.6152
H 1.1897 -5.1982 -1.0720
C -1.0704 -3.9894 -0.2772
C 0.7124 -4.5860 -1.8456
N -0.0873 -3.5235 -1.2461
H -1.7591 -3.1866 0.0090
C 0.0418 -2.2357 -1.5366
O -0.6202 -1.3230 -0.9382
H 1.4634 -4.1899 -2.5242
H 0.7824 -2.0268 -2.3134
H -1.6272 -4.8278 -0.7187
H 0.0707 -5.2757 -2.3985
C -0.8787 3.4310 5.2385
C 0.0282 3.4361 4.1660
C 0.2319 2.2743 3.4244
C -0.5004 1.1013 3.7150
C -1.3695 1.0975 4.8091
C -1.5438 2.2523 5.5775
P -0.1495 -0.3177 2.6171
C 1.3994 -0.8530 3.4650
C 2.6127 -0.8913 2.7773
C 3.7808 -1.2660 3.4203
C 3.7810 -1.6182 4.7694
C 2.5745 -1.5517 5.4958
C 1.3857 -1.1616 4.8422
C -1.2974 -1.6138 3.1521
C -0.8637 -2.9582 3.2045
C -1.8039 -3.9969 3.2443
C -3.1800 -3.7163 3.2732
C -3.6089 -2.3892 3.2903
C -2.6730 -1.3648 3.2571
H -1.0457 4.3488 5.8029
H 0.5765 4.3485 3.9058
H 0.9604 2.2636 2.6070
H -1.9213 0.2003 5.0688
H -2.2217 2.2314 6.4332
H 2.6095 -0.6417 1.7379
H 4.7133 -1.3023 2.8872
H 4.6879 -1.9522 5.2921
H 2.5410 -1.7971 6.5801
H 0.4468 -1.0875 5.4313
H 0.2106 -3.1875 3.2372
H -1.4526 -5.0399 3.2757
H -3.9033 -4.5355 3.2819
H -4.6751 -2.1550 3.3149
H -3.0299 -0.3477 3.2463
*
```

Entry from the Open Molecules 2025 dataset: a structure of composition C37H55Cl3Ge2N9O7PbS (ωB97M-V/def2-TZVPD).

Computed properties:
E_HOMO: -4.9 eV

ORCA input file:
```
! wB97M-V def2-TZVPD RIJCOSX def2/J DEFGRID3
* xyz -1 1
Pb -0.9135 0.8474 -0.8143
N -2.3351 0.0112 1.5321
C -2.9247 -1.2181 1.0291
C -3.7538 -1.9807 2.0570
C -4.2665 -3.3544 1.6253
C -3.1923 -4.3007 1.1095
N -2.0763 -4.3736 2.0535
C -0.8768 -3.8200 1.8199
N -0.3727 -3.8120 0.6003
N -0.1445 -3.3193 2.8210
C -3.7005 -0.8797 -0.2617
O -4.9003 -1.1440 -0.3526
O -2.9784 -0.3471 -1.1675
H -1.6017 -0.1478 2.2160
H -3.0237 0.6725 1.8715
H -2.0835 -1.8396 0.6925
H -4.6258 -1.3713 2.3052
H -3.1519 -2.0637 2.9704
H -5.0054 -3.2233 0.8343
H -4.7761 -3.8294 2.4715
H -2.8178 -3.9747 0.1394
H -3.6129 -5.2986 0.9775
H -2.3638 -4.3514 3.0203
H -0.9000 -4.1285 -0.1951
H 0.5251 -3.3690 0.4283
H -0.5910 -3.2814 3.7224
H 0.4134 -2.4576 2.5803
O 5.1883 -3.6755 1.2766
C 4.3331 -4.2097 0.5420
O 4.2636 -5.3528 0.0623
C 3.1591 -3.2821 0.1735
C 2.5527 -3.3146 -1.0766
C 1.5511 -2.4044 -1.3671
N 1.0983 -1.4847 -0.5048
C 1.6618 -1.4815 0.7126
C 2.6808 -2.3505 1.0839
C 1.2247 -0.4199 1.6904
O 1.6235 0.7230 1.4389
O 0.5534 -0.7949 2.6981
H 2.8804 -4.0427 -1.8065
H 1.0740 -2.4066 -2.3428
H 3.1365 -2.2875 2.0660
Cl 4.0493 -1.7900 5.4943
C 3.8618 -0.1705 4.9035
C 2.6245 0.2648 4.4744
C 2.5043 1.5482 3.9612
C 3.5900 2.4042 3.8576
C 3.5181 3.7742 3.2100
C 2.1105 4.4057 3.1235
N 1.4156 4.2130 1.8636
C 1.7180 4.8368 0.6720
C 0.8569 4.3235 -0.2473
N 0.0414 3.3848 0.3465
C 0.3893 3.3700 1.6114
O 4.1879 3.8422 1.9663
C 3.8913 2.8049 1.0129
C 4.7405 1.5694 1.1077
C 6.0935 1.5015 0.9925
Cl 7.1686 2.8198 0.7289
S 6.6876 -0.1070 1.0947
C 5.0966 -0.7345 1.2591
C 4.1791 0.2640 1.2562
C 4.8133 1.9380 4.3486
Cl 6.2149 2.9691 4.3524
C 4.9660 0.6649 4.8617
H 1.7644 -0.3888 4.4965
H 1.5379 1.8413 3.5831
H 4.0857 4.4467 3.8600
H 2.2054 5.4814 3.2789
H 1.4879 4.0148 3.9278
H 2.5212 5.5479 0.5983
H 0.7983 4.5328 -1.3025
H -0.0458 2.7379 2.3663
H 4.0470 3.2871 0.0465
H 2.8453 2.4934 1.0740
H 4.9172 -1.8004 1.3299
H 3.1128 0.1059 1.3322
H 5.9308 0.3279 5.2111
N -3.1247 3.1839 0.6629
N -2.9016 2.5518 -0.5950
H -3.7767 3.9558 0.5642
H -2.2265 3.5561 0.9542
H -2.8084 3.2178 -1.3558
H -3.6607 1.9143 -0.8098
C -1.8425 -2.9217 -2.1013
Ge -2.1495 -1.7835 -3.6840
C -1.6704 -2.9491 -5.2071
C -4.0493 -1.4022 -3.9477
C -0.8397 -0.3196 -3.8488
H -2.8012 -3.3160 -1.7577
H -1.3941 -2.3345 -1.2995
H -1.1810 -3.7502 -2.3626
H -2.2221 -3.8899 -5.1503
H -0.6035 -3.1806 -5.2158
H -1.9194 -2.4688 -6.1558
H -4.5011 -2.2613 -4.4466
H -4.1843 -0.5293 -4.5856
H -4.5486 -1.2232 -2.9961
H -0.7235 -0.2293 -4.9379
H 0.0950 -0.7894 -3.5111
C -2.3857 1.8074 -6.0121
Ge -2.3302 2.1663 -4.0715
C -4.2130 2.0470 -3.4795
C -1.8047 4.0631 -3.8982
C -0.9904 1.0738 -3.1913
H -3.1204 2.4587 -6.4893
H -2.6669 0.7722 -6.2121
H -1.4113 1.9879 -6.4693
H -4.8542 1.9734 -4.3593
H -4.5137 2.9370 -2.9234
H -4.3856 1.1654 -2.8627
H -2.5576 4.7142 -4.3457
H -0.8565 4.2322 -4.4108
H -1.6721 4.3623 -2.8552
H -0.0621 1.6222 -3.4190
*
```

Entry from the Open Molecules 2025 dataset: a cluster of 10 separate species, C5H26O9 in total (ωB97M-V/def2-TZVPD).

Computed properties:
Relative energy (zero: lowest compared OMol25 entry of this formula, charge and spin): 4.571 eV
E_HOMO: -9.5 eV
SMILES string: C=C/C=C/C.O.O.O.O.O.O.O.O.O

ORCA input file:
```
! wB97M-V def2-TZVPD RIJCOSX def2/J DEFGRID3
* xyz 0 1
C -1.8267 -0.4062 -2.1083
C -0.7143 -0.9291 -2.6182
C 0.5878 -0.2201 -2.6399
C 1.4743 -0.2585 -1.6518
C 2.8007 0.4536 -1.6177
H -2.8187 -0.7828 -2.3289
H -1.7940 0.2490 -1.2466
H -0.8511 -1.7856 -3.2764
H 0.9074 0.3376 -3.5127
H 1.1856 -0.6409 -0.6686
H 3.6348 -0.1330 -1.2346
H 2.6794 1.2947 -0.9333
H 3.2365 0.7190 -2.5851
O 2.5637 3.4387 0.9173
H 1.9426 3.0520 0.3072
H 2.6263 2.7592 1.5743
O -2.9579 0.7351 2.8654
H -3.4774 0.2918 2.1660
H -2.7511 0.0509 3.5098
O -3.0590 -0.4084 0.5519
H -2.5675 -1.2084 0.5198
H -3.6381 -0.2313 -0.1903
O 0.2752 -1.6443 1.6293
H -0.0869 -0.7920 1.8723
H 1.0161 -1.7985 2.2209
O -0.8254 1.8133 1.7192
H -1.0369 1.6471 0.7930
H -1.6475 1.6477 2.2117
O 1.3344 -3.6912 0.1953
H 1.3852 -2.9688 -0.4464
H 0.6478 -3.3156 0.7567
O -0.4171 -3.9203 -1.0678
H 0.4325 -3.6252 -0.8275
H -1.0134 -3.3543 -0.5772
O -0.3376 3.4241 -0.3314
H -0.2501 4.3471 -0.5692
H -0.4929 3.3894 0.6247
O 1.5837 0.7749 1.2387
H 0.9508 1.1286 1.8959
H 1.0265 0.8945 0.4619
*
```